[1]
Entry from OMol25: a structure of composition C41H49N6O2PtS (ωB97M-V/def2-TZVPD).

Last column: Löwdin charge in e.
CARTESIAN COORDINATES (ANGSTROEM)
1 Pt 0.149 0.283 0.282  1.244
2 C -2.205 1.195 -5.454  -0.070
3 C -0.718 1.389 -5.137  -0.178
4 C -0.289 0.583 -3.954  -0.107
5 C 0.313 -0.606 -3.933  -0.098
6 C 0.777 -1.451 -5.075  -0.172
7 C 2.166 -1.045 -5.579  -0.071
8 C 0.372 -1.083 -2.492  -0.368
9 C 1.689 -1.627 -2.094  0.133
10 C 2.238 -1.626 -0.805  -0.214
11 C 3.427 -2.368 -0.436  -0.120
12 C 4.228 -3.210 -1.378  -0.183
13 C 3.590 -4.578 -1.638  -0.073
14 C 3.597 -2.183 0.902  -0.122
15 C 2.526 -1.325 1.342  -0.206
16 C 2.276 -0.943 2.629  0.093
17 C 1.209 -0.161 3.100  -0.224
18 N 0.302 0.467 2.292  -0.071
19 C -0.615 1.068 3.119  -0.268
20 C -1.700 1.808 2.696  0.047
21 C -1.983 2.189 1.340  -0.262
22 N -1.340 1.618 0.251  -0.124
23 C -1.762 2.323 -0.868  -0.283
24 C -1.317 2.068 -2.169  0.073
25 C -0.572 0.950 -2.552  -0.200
26 N -0.090 0.047 -1.711  -0.016
27 C -2.692 3.301 -0.479  -0.104
28 C -2.835 3.197 0.934  -0.133
29 C -3.742 3.995 1.814  -0.180
30 C -5.009 3.220 2.194  -0.073
31 C -3.426 4.219 -1.392  -0.174
32 C -4.686 3.555 -1.967  -0.062
33 C -0.276 0.786 4.498  -0.129
34 C 0.871 0.039 4.476  -0.137
35 C 1.612 -0.552 5.635  -0.179
36 C 1.233 -2.014 5.886  -0.078
37 C -1.095 1.213 5.673  -0.181
38 C -2.323 0.322 5.885  -0.079
39 N 1.718 -0.995 0.257  -0.033
40 C 4.631 -2.786 1.798  -0.178
41 C 4.113 -4.015 2.551  -0.072
42 H -2.505 1.810 -6.302  0.080
43 H -2.833 1.462 -4.601  0.062
44 H -2.413 0.152 -5.696  0.082
45 H -0.503 2.447 -4.963  0.118
46 H -0.117 1.100 -6.001  0.111
47 H 0.055 -1.380 -5.892  0.120
48 H 0.778 -2.501 -4.768  0.119
49 H 2.167 -0.011 -5.924  0.077
50 H 2.475 -1.681 -6.410  0.080
51 H 2.918 -1.126 -4.792  0.067
52 H 2.228 -2.169 -2.859  0.111
53 H 5.233 -3.345 -0.974  0.109
54 H 4.365 -2.678 -2.324  0.110
55 H 3.498 -5.143 -0.709  0.070
56 H 4.190 -5.165 -2.336  0.078
57 H 2.587 -4.474 -2.058  0.069
58 H 2.962 -1.314 3.382  0.120
59 H -2.335 2.242 3.458  0.110
60 H -1.645 2.741 -2.949  0.114
61 H -4.015 4.924 1.313  0.107
62 H -3.208 4.293 2.721  0.114
63 H -5.578 2.941 1.305  0.069
64 H -5.655 3.818 2.838  0.078
65 H -4.758 2.297 2.722  0.068
66 H -2.774 4.535 -2.208  0.113
67 H -3.704 5.126 -0.854  0.110
68 H -4.427 2.652 -2.525  0.069
69 H -5.207 4.237 -2.639  0.079
70 H -5.373 3.268 -1.170  0.070
71 H 1.408 0.036 6.531  0.109
72 H 2.689 -0.471 5.469  0.114
73 H 0.167 -2.104 6.107  0.066
74 H 1.785 -2.428 6.731  0.078
75 H 1.448 -2.633 5.010  0.062
76 H -1.413 2.252 5.544  0.114
77 H -0.476 1.203 6.571  0.109
78 H -2.963 0.316 4.998  0.065
79 H -2.923 0.668 6.728  0.078
80 H -2.023 -0.709 6.086  0.065
81 H 4.991 -2.037 2.509  0.115
82 H 5.500 -3.069 1.202  0.109
83 H 3.253 -3.765 3.178  0.061
84 H 4.889 -4.435 3.193  0.078
85 H 3.792 -4.790 1.852  0.072
86 S -3.245 -0.315 -0.071  0.913
87 C -2.969 -1.649 0.944  -0.758
88 N -2.165 -1.506 2.027  0.107
89 C -1.795 -2.533 2.809  -0.018
90 C -2.317 -3.766 2.561  -0.007
91 C -3.222 -3.847 1.493  -0.079
92 N -3.533 -2.840 0.703  0.091
93 H -1.784 -0.582 2.217  0.090
94 H -1.099 -2.294 3.604  0.134
95 H -2.058 -4.626 3.158  0.117
96 H -3.711 -4.790 1.272  0.127
97 O -0.678 -2.124 -2.506  0.059
98 C -1.031 -2.812 -1.416  -0.331
99 O -0.529 -2.761 -0.327  0.058
100 H -1.881 -3.451 -1.684  0.153

Atomic forces in eV per Å
Pt 0.093 -0.065 -0.023
C -0.034 -0.008 0.007
C 0.037 0.028 -0.046
C 0.002 -0.005 0.074
C -0.017 -0.027 0.021
C -0.013 -0.033 0.002
C 0.028 -0.001 -0.003
C 0.049 0.230 -0.044
C 0.047 -0.159 0.165
C -0.099 0.008 -0.320
C 0.074 0.029 0.117
C 0.026 0.011 -0.027
C -0.013 -0.015 -0.022
C 0.021 -0.049 -0.097
C -0.018 0.042 0.095
C 0.053 -0.020 -0.010
C -0.034 0.025 0.004
N 0.026 -0.101 0.026
C -0.046 0.039 0.000
C -0.057 0.017 0.081
C 0.224 -0.138 0.019
N -0.189 0.118 0.040
C 0.189 -0.082 -0.184
C 0.000 -0.047 0.049
C -0.121 0.196 -0.021
N 0.060 -0.142 0.018
C -0.111 0.062 0.385
C -0.099 0.181 -0.373
C 0.006 -0.027 0.062
C -0.001 0.003 0.008
C -0.025 -0.035 -0.050
C 0.001 0.006 -0.010
C -0.015 -0.002 -0.015
C 0.003 -0.038 -0.012
C 0.015 0.021 0.001
C -0.008 -0.041 -0.004
C 0.015 0.037 0.003
C -0.031 -0.018 -0.001
N -0.005 0.087 0.101
C 0.037 0.008 0.011
C -0.015 -0.020 0.020
H 0.015 -0.019 0.028
H 0.022 0.003 -0.030
H 0.013 0.021 0.000
H -0.020 -0.012 0.017
H -0.020 -0.012 0.012
H 0.015 0.023 -0.002
H 0.008 0.014 -0.004
H -0.009 -0.016 0.006
H -0.007 0.007 0.016
H -0.019 0.005 -0.018
H -0.049 -0.012 0.030
H -0.015 -0.019 0.026
H -0.025 -0.008 0.001
H 0.006 0.010 -0.012
H -0.015 0.025 0.023
H 0.021 -0.002 0.015
H -0.015 0.007 -0.018
H 0.024 -0.049 -0.028
H -0.003 -0.020 0.019
H -0.011 -0.004 -0.016
H -0.008 -0.018 -0.015
H 0.014 0.014 0.016
H 0.021 -0.022 -0.018
H -0.008 0.027 -0.010
H 0.009 -0.005 -0.010
H -0.004 0.009 0.015
H -0.005 0.023 0.013
H 0.006 -0.017 0.016
H 0.015 0.007 -0.015
H -0.017 0.000 0.010
H 0.004 -0.018 -0.012
H 0.028 0.012 -0.003
H -0.011 0.019 -0.017
H -0.006 0.026 0.019
H -0.010 -0.011 -0.013
H -0.002 -0.025 0.005
H 0.017 0.012 0.025
H 0.020 -0.009 -0.021
H 0.003 0.026 0.001
H -0.032 -0.015 0.000
H -0.020 0.003 -0.001
H 0.034 0.000 -0.024
H -0.032 0.020 -0.030
H 0.016 0.025 0.017
S -0.047 0.068 -0.089
C -0.015 -0.195 0.194
N 0.030 0.128 -0.051
C 0.015 -0.021 0.030
C 0.010 0.012 -0.008
C -0.017 -0.108 0.025
N 0.010 0.100 -0.074
H 0.030 0.034 0.000
H -0.018 -0.019 -0.004
H -0.007 0.014 -0.004
H 0.011 0.035 -0.015
O -0.026 -0.167 0.043
C 0.122 0.108 -0.062
O -0.080 -0.044 -0.075
H -0.022 -0.040 0.032

Computed properties:
**Highest occupied orbital energy (spin up / spin down)**: -7.957 / -10.346 eV
**Spin multiplicity**: 5
**Charge**: +1

[2]
Entry from OMol25: the molecule C3H5NO2 at a distorted geometry (ωB97M-V/def2-TZVPD).

Last column: natural (NBO) charge in e.
CARTESIAN COORDINATES (ANGSTROEM)
1 C -0.844 -1.600 0.335  -0.213
2 C 0.860 0.472 0.351  -0.207
3 C 0.313 0.932 -1.027  0.405
4 H 0.006 -1.649 -0.333  0.180
5 H -1.536 -2.428 0.372  0.206
6 H 1.515 -0.339 0.316  0.198
7 H 1.394 1.357 0.741  0.228
8 H -0.485 1.845 -0.885  0.134
9 N -1.055 -0.659 1.209  -0.069
10 O -0.193 0.378 1.284  -0.349
11 O 0.758 0.497 -2.113  -0.513

Atomic forces in eV per Å
C -0.105 1.439 1.596
C -1.258 2.554 -0.519
C 0.803 -0.042 -2.137
H 0.010 0.063 -0.170
H -0.125 0.083 -0.046
H 0.916 -1.528 -0.179
H 0.090 -0.338 -0.264
H 1.528 -2.080 -0.720
N -0.278 -2.234 -1.457
O 0.249 0.411 0.321
O -1.830 1.671 3.574

Computed properties:
**Highest occupied orbital energy**: -10.070 eV
**Charge**: 0
**SMILES**: C=NOCC=O

[3]
Entry from OMol25: the molecule C12H26N3O5P at a distorted geometry (ωB97M-V/def2-TZVPD).

Last column: natural (NBO) charge in e.
CARTESIAN COORDINATES (ANGSTROEM)
1 C 0.923 5.447 -0.214  -0.647
2 C 0.359 4.591 -1.476  -0.077
3 O 1.172 3.438 -1.785  -0.547
4 C 0.399 2.194 -1.646  -0.080
5 C 0.102 1.993 -0.079  -0.475
6 C -0.241 0.487 0.375  0.255
7 C -1.845 0.372 0.616  -0.250
8 N -2.186 0.003 2.036  -0.620
9 C -2.808 1.142 2.776  -0.435
10 O 0.606 0.351 1.581  -0.519
11 C 1.893 -0.099 1.078  0.972
12 O 2.921 -0.285 1.761  -0.534
13 O 1.771 -0.354 -0.355  -0.520
14 C 0.361 -0.757 -0.425  -0.021
15 C -0.055 -2.133 0.319  -0.492
16 C 0.602 -3.458 -0.308  0.081
17 O 1.864 -3.250 -0.980  -0.732
18 C 0.924 -4.441 0.953  -0.237
19 N 1.214 -5.845 0.531  -0.854
20 P -0.298 -1.104 -2.206  1.271
21 N 0.861 -1.436 -3.258  -1.291
22 H 0.203 6.295 0.091  0.213
23 H 1.916 5.972 -0.493  0.218
24 H 1.117 4.803 0.710  0.210
25 H 0.332 5.339 -2.357  0.186
26 H -0.745 4.338 -1.255  0.165
27 H -0.571 2.297 -2.273  0.171
28 H 1.050 1.376 -2.109  0.221
29 H 1.019 2.420 0.482  0.251
30 H -0.764 2.712 0.196  0.219
31 H -2.301 -0.425 -0.093  0.195
32 H -2.401 1.348 0.373  0.200
33 H -2.954 -0.692 1.933  0.353
34 H -2.077 2.012 2.982  0.209
35 H -3.770 1.552 2.293  0.173
36 H -3.097 0.741 3.824  0.213
37 H -1.201 -2.248 0.187  0.231
38 H 0.143 -2.142 1.443  0.259
39 H -0.074 -4.052 -1.014  0.178
40 H 2.032 -3.994 -1.601  0.493
41 H 1.850 -4.070 1.541  0.215
42 H 0.032 -4.457 1.699  0.164
43 H 0.350 -6.404 0.528  0.354
44 H 1.832 -6.287 1.236  0.366
45 H -0.977 0.086 -2.691  -0.046
46 H -1.278 -2.162 -2.087  -0.051
47 H 1.772 -1.399 -2.777  0.392

Atomic forces in eV per Å
C 0.422 0.156 -0.230
C -0.423 1.863 0.683
O -1.798 -0.156 0.283
C 0.081 0.594 0.036
C 0.070 0.514 -1.121
C -0.652 0.796 0.075
C -0.150 -0.241 0.293
N -1.366 0.242 -1.113
C -0.202 0.283 1.473
O 2.126 -1.230 -1.358
C 1.668 -0.407 1.478
O -4.830 1.106 -3.202
O -0.879 -0.978 2.971
C -1.722 0.527 0.276
C 0.074 -0.379 -0.362
C 0.825 -1.748 1.251
O -0.778 -0.057 0.035
C -0.586 0.061 0.782
N -0.048 0.242 0.585
P 2.691 0.614 -1.578
N -0.698 0.389 1.341
H 0.884 -1.410 -0.627
H -1.553 -1.023 0.394
H -0.322 0.782 -1.345
H 0.192 -1.417 1.105
H 1.698 0.059 -0.397
H 1.435 -0.254 1.046
H -0.856 1.126 0.815
H -1.393 -1.117 -0.967
H 1.315 -1.419 -0.309
H 0.952 1.228 1.051
H 1.188 -1.224 0.038
H 0.925 0.561 0.401
H -1.009 -1.476 -0.631
H 1.386 -0.464 0.501
H 0.408 0.688 -1.710
H 1.889 0.252 0.332
H -0.117 0.381 -1.553
H 0.498 1.056 0.950
H -0.396 0.676 0.749
H -1.563 -0.204 -1.208
H 1.263 0.400 -1.152
H 0.569 0.422 -0.046
H -0.544 0.406 -0.735
H -0.340 -0.883 0.824
H 0.176 0.924 0.259
H -0.511 -0.262 -0.382

Computed properties:
**Highest occupied orbital energy**: -8.530 eV
**Charge**: 0
**SMILES**: CCOCC[C@]1(CNC)OC(=O)O[C@]1(C[C@@H](O)CN)[PH2]=N

[4]
Entry from OMol25: a structure of composition C22H28CoN8O3S2 at a distorted geometry (ωB97M-V/def2-TZVPD).

Last column: natural (NBO) charge in e.
CARTESIAN COORDINATES (ANGSTROEM)
1 Co -0.029 0.242 -0.007  1.005
2 C 0.546 5.916 1.962  -0.618
3 C 1.278 5.243 0.811  -0.221
4 N 1.612 3.848 1.093  -0.574
5 C 0.764 2.837 0.881  0.314
6 S 1.237 1.248 1.486  -0.056
7 N -0.370 3.045 0.248  -0.464
8 N -1.035 1.842 0.175  -0.217
9 C -2.305 1.763 0.287  0.289
10 C -3.240 2.920 0.301  -0.685
11 C -2.742 0.385 0.588  0.172
12 C -4.055 -0.025 0.623  -0.221
13 C -4.334 -1.334 1.003  -0.120
14 C -3.295 -2.170 1.360  -0.238
15 C -1.995 -1.685 1.302  0.114
16 N -1.721 -0.442 0.919  -0.458
17 H 0.357 6.963 1.728  0.226
18 H 1.136 5.875 2.878  0.213
19 H -0.411 5.427 2.147  0.214
20 H 2.211 5.757 0.585  0.210
21 H 0.662 5.251 -0.086  0.217
22 H 2.414 3.654 1.670  0.414
23 H -2.686 3.852 0.251  0.266
24 H -3.846 2.901 1.207  0.247
25 H -3.917 2.865 -0.555  0.245
26 H -4.845 0.662 0.356  0.239
27 H -5.357 -1.686 1.031  0.239
28 H -3.470 -3.190 1.669  0.246
29 H -1.155 -2.309 1.567  0.231
30 N 3.263 -5.258 3.930  -0.779
31 C 2.758 -4.638 2.825  0.213
32 C 2.925 -5.196 1.552  -0.275
33 C 2.413 -4.568 0.436  -0.143
34 C 1.711 -3.376 0.572  -0.361
35 C 1.530 -2.812 1.833  -0.183
36 C 2.047 -3.433 2.947  -0.262
37 S 1.032 -2.659 -0.860  2.339
38 O 1.699 -3.167 -2.016  -0.902
39 O -0.420 -2.800 -0.805  -0.996
40 N 1.285 -1.059 -0.661  -0.932
41 C 1.725 -0.203 -1.626  0.588
42 N 1.127 0.987 -1.380  -0.487
43 C 1.337 1.995 -2.222  0.110
44 C 2.186 1.824 -3.292  -0.343
45 C 2.783 0.572 -3.436  0.134
46 N 2.561 -0.452 -2.621  -0.438
47 H 3.864 -6.055 3.832  0.399
48 H 3.249 -4.799 4.821  0.397
49 H 3.467 -6.127 1.444  0.222
50 H 2.560 -4.992 -0.548  0.248
51 H 1.004 -1.871 1.948  0.213
52 H 1.913 -2.988 3.925  0.217
53 H 0.828 2.927 -2.009  0.233
54 H 2.387 2.631 -3.980  0.246
55 H 3.474 0.384 -4.251  0.216
56 C -2.525 -0.611 -3.648  -0.630
57 C -1.221 -0.159 -3.034  -0.061
58 O -1.217 -0.435 -1.621  -0.780
59 H -2.513 -0.432 -4.723  0.231
60 H -3.367 -0.069 -3.215  0.211
61 H -2.680 -1.679 -3.487  0.222
62 H -1.091 0.918 -3.131  0.184
63 H -0.367 -0.653 -3.506  0.187
64 H -1.136 -1.405 -1.471  0.530

Atomic forces in eV per Å
Co -0.898 1.758 -1.713
C -0.001 -0.007 0.013
C -0.030 -0.040 0.023
N -0.077 0.058 0.037
C 0.004 -0.004 0.042
S -0.005 -0.114 0.198
N 0.127 -0.194 -0.083
N 0.021 0.129 0.373
C -0.105 -0.128 0.066
C 0.017 0.006 0.007
C 0.165 0.047 0.012
C -0.027 -0.037 0.054
C -0.019 0.030 0.023
C 0.003 0.001 0.020
C -0.036 0.146 0.063
N 0.362 -0.523 0.059
H -0.008 0.000 -0.006
H 0.008 0.011 -0.001
H 0.000 -0.010 0.001
H -0.004 0.013 0.006
H 0.043 0.028 -0.017
H 0.024 -0.024 -0.067
H 0.014 0.003 0.003
H -0.006 0.016 -0.001
H -0.004 -0.023 0.007
H -0.006 -0.006 -0.002
H 0.000 -0.004 -0.014
H -0.004 0.005 0.020
H -0.018 -0.036 -0.056
N -0.073 -0.030 -0.009
C 0.028 -0.001 0.054
C 0.000 -0.006 -0.045
C -0.008 -0.001 0.035
C 0.037 -0.076 0.086
C -0.020 0.011 -0.031
C -0.002 0.007 0.009
S 0.285 0.067 -0.261
O -0.091 -0.015 0.046
O -0.085 -0.188 0.039
N 0.061 -0.252 0.404
C 0.091 -0.283 0.234
N 0.199 -0.694 -0.129
C -0.061 0.185 0.242
C 0.047 -0.042 -0.005
C -0.002 -0.022 0.024
N -0.005 0.156 -0.037
H 0.017 0.013 -0.001
H 0.017 0.008 -0.006
H 0.017 0.010 -0.005
H 0.001 -0.001 -0.009
H 0.037 0.010 -0.013
H 0.010 0.011 -0.002
H -0.028 -0.006 0.005
H 0.004 -0.003 -0.006
H -0.001 0.002 -0.005
C -0.032 -0.037 -0.010
C 0.128 0.068 0.064
O -0.142 0.118 0.366
H -0.001 0.007 -0.003
H 0.011 0.001 0.007
H 0.022 -0.004 -0.011
H -0.006 0.028 -0.021
H 0.017 -0.004 0.000
H -0.011 -0.144 -0.070

Computed properties:
**Highest occupied orbital energy**: -10.446 eV
**Charge**: +1